This record from OMol25 describes C4HHoLiO4 as an isolated structure in a non-equilibrium geometry. The level of theory is wB97M-V/def2-TZVPD.

```
11
C4HHoLiO4 (wB97M-V/def2-TZVPD)
O 2.645 1.836 -0.480
C 2.772 2.957 -0.555
C 0.103 -0.522 -1.056
C -0.600 0.578 -1.140
H -0.642 1.540 -1.631
Li 2.202 -0.234 -0.731
O -1.733 -0.267 -0.484
C -1.273 -0.768 0.658
O -2.015 -1.307 1.483
O -0.033 -1.088 0.455
Ho -1.425 -2.725 3.481
```

Values from the calculation:
2S+1: 6
Net charge: +2
ΔE to the lowest compared entry with this formula, charge and spin, eV: 4.165
Gap between HOMO and LUMO (alpha / beta), eV: 3.250 / 8.048
Expectation value of S²: 8.76
E_tot, eV: -38332.5501